No. 1
70
Properties=species:S:1:pos:R:3:forces:R:3 method="wB97M-V/def2-TZVPD" homo_lumo_gap_ev=3.244 total_charge=+4 spin_multiplicity=1 e_above_lowest_kcal_mol=9.6
Re -0.10170 -0.69550 0.58948 1.8 1.5 -1.4
S -9.16875 -6.43538 7.22412 2.8 -1.7 0.9
As -6.44883 -7.46008 8.87199 -1.9 0.4 -1.3
S -0.00325 0.14967 2.42256 -0.6 0.3 1.0
S -0.72192 -2.59314 0.76449 -0.8 -1.8 0.1
S -7.37647 -7.91143 7.09406 -1.1 1.1 0.6
S 6.21505 -2.66263 0.75185 -1.0 -0.2 -0.8
C 4.68606 -1.88679 0.43114 0.6 0.8 1.1
C 3.70387 -2.41038 -0.40430 2.5 -3.9 -1.5
C 2.48422 -1.93868 -0.47323 -2.2 -0.8 -1.6
N 1.99321 -0.91703 0.19935 -2.1 1.4 1.5
C 2.86661 -0.31445 1.06350 2.1 -0.4 -1.5
C 4.19521 -0.70664 1.07225 -0.2 0.5 0.6
C 7.19193 -1.46107 1.63599 -2.1 -1.9 -0.8
C 8.03421 -0.72735 0.91549 0.6 0.8 -2.3
C 8.43632 0.41819 1.65258 1.9 1.0 -7.6
N 8.55317 0.43427 2.87867 0.0 1.1 4.0
C 7.97205 -0.51691 3.57324 0.4 -0.5 0.5
C 7.07935 -1.36770 2.97982 -1.0 -1.1 2.8
H 3.78319 -3.36352 -1.04121 0.7 1.6 1.2
H 1.87436 -2.52417 -1.13858 -0.8 0.4 -0.1
H 2.56083 0.58751 1.53089 -0.2 0.5 0.5
H 4.87406 -0.08100 1.62700 0.1 0.0 0.4
H 8.26050 -1.08597 -0.14497 -0.2 1.5 1.4
H 8.79326 1.28695 1.03518 -0.1 -0.7 0.8
H 8.42749 -0.61991 4.51288 -0.5 -0.2 1.7
H 6.42574 -2.05143 3.56628 0.7 0.6 -0.5
F 3.96631 1.82126 -3.85620 0.0 -0.9 -1.1
C 3.29749 2.50126 -2.98111 0.8 0.1 2.1
F 4.17877 2.84241 -2.00676 -0.1 -0.6 0.4
F 2.88833 3.63918 -3.45064 -0.9 1.0 -1.2
C 2.07547 1.78124 -2.35105 0.7 0.8 -1.4
C 1.70502 2.29188 -1.11323 -1.8 -1.6 0.1
C 0.47565 1.84878 -0.57590 1.5 0.4 -0.8
C -0.34657 0.93085 -1.24566 1.1 0.7 -0.4
C 0.12286 0.53063 -2.50705 -1.4 -1.9 -1.1
C 1.26632 0.91701 -3.13621 0.8 0.7 1.6
P -1.93593 0.45236 -0.60904 -1.6 0.2 0.3
C -2.93978 1.59688 0.38160 1.5 0.3 -0.1
C -2.58091 2.91658 0.67858 -0.8 0.3 0.7
C -3.25636 3.59307 1.72051 1.5 0.0 -1.5
C -4.26632 2.95124 2.38104 -0.6 2.5 1.0
C -4.68322 1.73137 1.99581 -0.2 -0.8 -0.3
C -3.99122 1.02806 1.06687 -0.5 -2.2 -0.6
C -5.01683 3.70789 3.48513 0.8 0.7 0.4
F -4.38671 4.85131 3.85084 -0.6 0.0 -1.2
F -4.94310 2.99695 4.59811 -0.8 -1.1 0.4
F -6.28912 3.94249 3.12865 0.9 -0.1 0.4
C -2.99915 -0.34983 -1.81694 1.2 -0.4 0.5
C -4.10632 0.33841 -2.27857 -0.6 -0.9 -0.9
C -4.84650 -0.19831 -3.31480 0.8 -1.7 -1.5
C -4.41379 -1.41368 -3.93727 -0.9 1.6 0.9
C -3.33588 -2.11094 -3.40351 -0.5 -1.8 -1.1
C -2.63955 -1.58191 -2.36376 1.4 -0.1 1.1
C -5.13762 -1.90063 -5.19977 -0.5 0.7 0.3
F -6.47129 -2.09651 -5.01953 1.4 -0.3 0.2
F -5.05261 -0.95705 -6.16027 0.4 -0.6 0.4
F -4.50675 -3.01108 -5.56344 -0.7 -0.2 -0.7
H 2.33694 2.98689 -0.61365 0.2 0.5 0.4
H 0.06280 2.25347 0.27853 -0.3 1.2 1.9
H -0.54527 -0.15330 -2.99259 -0.1 -0.3 -0.7
H 1.53829 0.56775 -4.12821 0.0 0.2 0.2
H -1.90052 3.46049 0.06150 0.6 0.2 -0.1
H -2.99907 4.62865 1.93986 -0.1 -0.3 0.0
H -5.55475 1.27399 2.34674 -1.2 -0.4 1.0
H -4.37214 -0.00088 0.91332 0.6 0.6 -0.3
H -4.44075 1.24079 -1.88867 -0.3 1.6 0.9
H -5.69055 0.29037 -3.78170 -0.1 0.3 0.4
H -3.08921 -3.14332 -3.76295 -0.2 1.3 0.1
H -1.76623 -2.14143 -1.95915 -0.8 0.4 -0.3

No. 2
118
Properties=species:S:1:pos:R:3:forces:R:3 method="wB97M-V/def2-TZVPD" homo_lumo_gap_ev=6.068 total_charge=-1 spin_multiplicity=1 e_above_lowest_kcal_mol=13.2
Cs -0.26860 -0.39464 0.63908 1.7 0.7 -1.2
F 4.88259 -2.00215 -2.68413 0.1 0.0 -0.1
C 3.87056 -2.50342 -1.92517 -0.2 -0.2 -0.1
C 2.76972 -1.72824 -1.62888 0.1 0.2 0.1
C 1.73714 -2.15739 -0.77802 0.7 -0.4 -0.3
C 1.86723 -3.48763 -0.30136 -0.2 0.0 0.0
C 2.93513 -4.27800 -0.71862 0.0 0.0 0.1
F 3.01753 -5.60004 -0.36831 0.0 -0.1 0.0
C 3.97189 -3.81529 -1.50552 0.0 0.0 0.0
C 0.83110 -3.97321 0.66011 0.0 0.0 0.0
C 1.00939 -5.05591 1.53352 0.0 0.0 0.1
C 0.02714 -5.36206 2.45840 0.0 0.0 0.0
C -1.12624 -4.59423 2.51451 0.0 0.0 0.0
C -1.23356 -3.55143 1.61032 0.0 -0.1 -0.1
N -0.30223 -3.25359 0.70814 -0.1 -0.6 0.1
H 2.73924 -0.72942 -2.06352 0.1 0.0 0.0
H 4.79924 -4.45297 -1.78349 0.0 0.0 0.0
H 1.91688 -5.63703 1.49823 0.0 0.0 0.0
H 0.16671 -6.19162 3.14181 0.0 0.0 0.0
H -1.91065 -4.78905 3.23389 0.0 0.0 0.0
H -2.11709 -2.91348 1.60774 0.1 0.0 0.0
C 0.00643 -0.86735 6.52711 0.0 0.0 0.0
C -0.63998 0.50999 6.42486 0.0 0.0 0.0
N -1.85686 0.51801 5.62746 0.0 -0.1 0.0
C -3.12599 0.30862 6.32283 0.1 -0.1 0.0
C -3.63044 -1.13202 6.29925 0.1 0.0 0.0
C -1.81853 0.65773 4.26531 -0.1 0.1 0.0
S -0.33725 0.95410 3.48251 -0.2 0.2 0.6
N -3.05208 0.62294 3.71246 -0.1 0.0 -0.1
C -3.31385 0.38400 2.42886 0.0 -0.2 0.1
O -2.53809 0.01239 1.52321 -1.9 0.3 0.9
C -4.78702 0.49360 2.07290 0.1 0.1 -0.1
C -5.17268 0.25340 0.75753 0.0 0.0 0.0
C -6.50889 0.31885 0.38545 0.0 0.0 0.1
C -7.47804 0.62498 1.33242 0.0 0.0 0.0
C -7.10037 0.86937 2.64792 0.0 0.0 0.0
C -5.76292 0.80510 3.01492 0.0 0.0 0.0
H 0.94973 -0.80242 7.07694 0.0 0.0 0.0
H 0.21906 -1.24508 5.52568 0.0 0.0 0.0
H -0.64007 -1.58027 7.04304 0.0 0.0 0.0
H 0.06581 1.19873 5.96725 0.0 0.0 0.0
H -0.89255 0.88767 7.41796 0.0 0.0 0.0
H -3.87430 0.95211 5.86781 0.0 0.1 0.0
H -2.98195 0.63472 7.35464 0.0 0.0 0.0
H -3.79506 -1.44411 5.26753 0.0 0.0 0.0
H -4.57623 -1.21024 6.84326 0.0 0.0 0.0
H -2.91339 -1.81316 6.76148 0.0 0.0 0.0
H -4.40527 0.01266 0.03342 0.0 0.0 0.0
H -6.79473 0.12850 -0.64279 0.0 0.0 0.0
H -8.52262 0.67098 1.04797 0.0 0.0 0.0
H -7.85254 1.10903 3.39012 0.0 0.0 0.0
H -5.45411 0.99021 4.03502 0.0 0.0 0.0
N 1.85285 4.29798 0.64477 -0.1 -0.1 -0.1
C 2.72065 3.21044 0.79665 -0.1 0.0 0.0
C 3.96168 3.43911 1.40150 0.1 0.0 0.0
C 4.84008 2.38230 1.52389 0.0 0.0 0.0
C 4.46512 1.12799 1.06010 0.0 0.0 0.0
C 3.21487 1.00851 0.48100 0.0 0.0 0.0
N 2.35930 2.02398 0.33723 0.1 -0.1 -0.1
C 0.45573 4.31161 0.63863 0.1 -0.1 0.0
C -0.18332 5.55559 0.76083 0.0 0.1 0.0
C -1.55920 5.58334 0.82606 0.0 0.0 0.0
C -2.26947 4.38918 0.76831 0.0 0.0 0.0
C -1.54200 3.22522 0.61660 0.0 -0.1 0.1
N -0.21132 3.17664 0.53577 -0.1 0.0 0.1
H 2.26558 5.18475 0.87165 0.0 0.0 0.1
H 4.21682 4.42470 1.77393 0.0 0.0 0.0
H 5.80616 2.53264 1.99074 0.0 0.0 0.0
H 5.11887 0.27028 1.13477 0.0 0.0 0.0
H 2.87682 0.05466 0.08813 0.0 0.0 0.1
H 0.39961 6.46869 0.81569 0.0 0.0 0.0
H -2.07729 6.52913 0.93393 0.0 0.0 0.0
H -3.34863 4.36134 0.83928 0.0 0.0 0.0
H -2.04380 2.26396 0.56508 0.0 0.0 0.0
C -1.93051 3.54414 -3.85898 0.0 0.0 0.1
C -1.26933 2.79316 -2.70116 -0.1 0.0 0.0
Ge -0.32757 1.17693 -3.32110 0.0 -0.3 -0.2
C 1.58536 1.59719 -3.30823 0.0 0.0 0.0
C 1.93126 2.56465 -4.44473 0.0 0.0 0.1
C -0.93422 0.73433 -5.14110 0.0 0.1 -0.2
C -1.45461 -0.50497 -5.10691 -0.1 -0.2 -0.1
Ge -1.32660 -1.09300 -3.21060 -0.2 0.3 -0.1
C -0.58332 -2.87864 -2.98867 0.2 0.0 0.0
C 0.52867 -3.20921 -3.98653 -0.1 0.0 0.1
C -3.14544 -1.12265 -2.44215 0.0 0.2 0.1
C -3.97684 0.11159 -2.80593 0.0 -0.1 0.1
C -2.05792 -1.24547 -6.24616 0.0 0.1 0.1
C -1.96987 -0.79769 -7.56713 0.0 0.0 -0.1
C -2.55043 -1.50957 -8.60528 0.0 0.0 0.0
C -3.23413 -2.69377 -8.34996 0.0 0.0 0.0
C -3.32585 -3.15773 -7.04606 0.0 0.0 0.0
C -2.74069 -2.44035 -6.01021 0.0 0.0 0.0
H -2.42021 4.45592 -3.50657 0.0 0.0 0.0
H -2.68795 2.92707 -4.34940 0.0 0.0 0.0
H -1.20419 3.83162 -4.62461 0.0 0.0 0.0
H -2.01726 2.51928 -1.95643 0.0 0.1 0.0
H -0.53361 3.41559 -2.18583 0.0 0.0 0.0
H 2.15857 0.67509 -3.39951 0.0 0.0 -0.1
H 1.81469 2.03121 -2.33106 0.1 0.0 0.0
H 1.68966 2.13357 -5.41954 0.0 0.0 0.0
H 2.99736 2.80678 -4.44483 0.0 0.0 0.0
H 1.38132 3.50667 -4.35588 0.0 0.0 0.0
H -0.92062 1.35220 -6.04305 0.0 -0.1 0.0
H -1.43180 -3.56463 -3.09207 0.0 0.0 0.0
H -0.22101 -2.94644 -1.96159 0.0 -0.1 0.0
H 0.17731 -3.15044 -5.02071 0.0 0.0 0.0
H 0.91566 -4.21801 -3.81768 0.0 0.0 0.0
H 1.36865 -2.52097 -3.87406 0.0 0.0 0.0
H -3.05254 -1.21997 -1.35416 0.0 0.0 0.0
H -3.63131 -2.03663 -2.79523 0.0 0.0 0.0
H -3.53821 1.02053 -2.38600 0.0 0.0 0.0
H -5.00093 0.03908 -2.42643 0.0 0.0 0.0
H -4.03241 0.24813 -3.88901 0.0 0.0 0.0
H -1.43097 0.11695 -7.78392 0.0 0.0 0.0
H -2.46624 -1.14145 -9.62146 0.0 0.0 0.0
H -3.68299 -3.25087 -9.16275 0.0 0.0 0.0
H -3.85059 -4.08196 -6.83459 0.0 0.0 0.0
H -2.80709 -2.81145 -4.99323 0.0 0.0 0.0

No. 3
79
Properties=species:S:1:pos:R:3:forces:R:3 method="wB97M-V/def2-TZVPD" homo_lumo_gap_ev=5.653 total_charge=-2 spin_multiplicity=1 e_above_lowest_kcal_mol=5.7
Ti 0.19705 -2.77130 -0.53838 0.3 -0.5 -0.3
O 0.42112 -2.25554 4.64112 0.0 0.0 -0.1
C 0.49658 -2.34105 3.40088 0.0 -0.2 0.1
O 1.36276 -1.90031 2.63084 -0.1 0.0 0.1
C -0.71844 -3.10547 2.76997 0.0 0.0 0.0
C -1.57391 -3.74634 3.66669 -0.1 0.0 0.0
C -2.75685 -4.31241 3.23413 0.1 0.0 0.0
C -3.11470 -4.15761 1.90532 0.0 0.0 0.0
C -2.22517 -3.51909 1.07068 0.1 0.1 -0.1
N -1.01962 -3.06790 1.45850 0.1 0.0 0.3
C -2.60539 -3.20705 -0.36222 -0.1 -0.3 0.2
O -3.67139 -3.57444 -0.80960 0.1 0.2 0.0
O -1.69576 -2.50690 -0.97086 0.1 0.2 -0.1
H -1.27717 -3.73307 4.70432 0.0 0.0 0.0
H -3.40931 -4.82669 3.93024 0.0 0.0 0.0
H -4.04871 -4.50167 1.48468 0.0 0.0 0.0
C 5.22881 2.49503 -0.49749 0.0 0.0 0.0
C 5.12549 1.89884 0.90323 0.0 0.0 0.0
C 5.12409 2.94654 2.00920 0.0 0.0 0.0
C 3.89144 3.83459 1.90831 0.0 0.0 0.0
C 2.64074 3.00360 1.80047 0.0 0.0 0.0
C 1.41507 3.51797 2.15807 0.0 0.0 0.0
C 0.26609 2.74347 2.04577 0.1 -0.1 0.0
F -0.90918 3.30616 2.41031 0.0 0.0 0.0
C 0.28882 1.46946 1.56095 0.0 0.0 0.1
C 1.52350 0.93307 1.18463 0.0 0.1 -0.1
C 1.58057 -0.39682 0.60298 -0.1 -0.2 0.2
O 0.51527 -0.93320 0.22050 -0.4 0.3 -0.2
C 2.85728 -0.99387 0.47306 0.0 0.0 0.0
C 3.95497 -0.21499 0.64798 -0.1 0.0 -0.1
N 3.91052 1.08365 1.00626 0.1 0.0 0.0
C 2.69781 1.67823 1.32849 0.0 0.0 0.0
C 3.03709 -2.46124 0.20243 0.2 0.0 -0.1
O 4.16432 -2.89701 0.06132 0.0 0.0 0.1
O 1.95228 -3.16749 0.15285 -0.1 0.1 0.0
H 6.12027 3.12002 -0.58084 0.0 0.0 0.0
H 4.35198 3.10196 -0.73187 0.0 0.0 0.0
H 5.29128 1.69926 -1.24046 0.0 0.0 0.0
H 5.95875 1.21398 1.06827 0.0 0.0 0.0
H 6.03712 3.54075 1.93795 0.0 0.0 0.0
H 5.13405 2.43434 2.97421 0.0 0.0 0.0
H 3.96951 4.48630 1.03283 0.0 0.0 0.0
H 3.82170 4.48902 2.77883 0.0 0.0 0.0
H 1.33438 4.53046 2.53434 0.0 0.0 0.0
H -0.60696 0.87258 1.45519 0.0 0.0 0.0
H 4.93308 -0.65075 0.48308 0.0 0.0 0.0
C -5.67449 1.30942 -0.97967 0.0 0.0 0.0
As -4.96963 -0.49296 -0.59368 0.1 -0.1 0.0
C -4.56339 -0.97687 -2.44288 0.0 0.0 0.0
C -6.71729 -1.40536 -0.54241 0.0 0.0 0.0
H -6.45048 1.27191 -1.74731 0.0 0.0 0.0
H -4.84917 1.92697 -1.33525 0.0 0.0 0.0
H -6.08404 1.76062 -0.07450 0.0 0.0 0.0
H -5.36002 -0.63390 -3.10740 0.0 0.0 0.0
H -4.45369 -2.05810 -2.50246 0.0 0.0 0.0
H -3.62084 -0.53002 -2.74508 0.0 0.0 0.0
H -7.30682 -1.17721 -1.43319 0.0 0.0 0.0
H -7.27905 -1.11553 0.34702 0.0 0.0 0.0
H -6.52796 -2.47847 -0.50329 0.0 0.0 0.0
N 2.35658 2.59741 -3.19881 0.0 0.0 0.0
C 1.60594 3.10937 -2.19156 0.0 -0.1 -0.1
O 1.98369 4.06618 -1.53253 0.1 0.0 0.0
C 0.29257 2.42977 -1.93352 -0.1 0.1 0.1
C -0.59894 3.01974 -1.04035 0.0 -0.1 -0.1
C -1.75433 2.33064 -0.70471 0.1 0.0 -0.1
N -2.06420 1.12032 -1.17834 0.1 0.3 -0.3
C -1.22410 0.59045 -2.06428 -0.1 -0.2 0.0
C -0.05197 1.20554 -2.48115 0.1 0.1 0.2
H 3.27837 2.97383 -3.32919 0.0 0.0 0.0
H 2.09677 1.76098 -3.68824 0.0 0.0 0.0
H -0.35779 3.97043 -0.58533 0.0 0.0 0.0
H -2.44356 2.74888 0.02228 0.0 0.0 0.0
H -1.43757 -0.40482 -2.44327 -0.2 0.0 0.1
H 0.58206 0.64541 -3.15447 0.0 0.0 0.0
Se -0.02214 -5.19359 -1.24596 0.0 0.0 0.2
Sb 0.27394 -4.29660 -3.58336 -0.1 0.1 -0.1
Se 1.00425 -1.98564 -2.69658 0.1 0.0 0.0
Se -1.78513 -3.90547 -4.75698 0.0 0.0 0.0
Se 2.15121 -5.34040 -4.66071 0.0 0.0 0.0

No. 4
11
Properties=species:S:1:pos:R:3:forces:R:3 method="wB97M-V/def2-TZVPD" homo_lumo_gap_ev=8.556 total_charge=0 spin_multiplicity=1 e_above_lowest_kcal_mol=92.1
C -0.65813 0.56619 -0.17022 1.7 0.2 -0.6
C -1.86580 1.05066 0.33728 -3.2 0.8 0.4
C -0.73514 -0.75635 -0.18951 0.4 -1.5 0.5
C -0.94050 -2.05417 -0.08888 0.2 1.8 -1.7
C 0.62269 1.52298 -0.11610 -2.3 -0.2 -1.5
F -3.04565 0.38169 -0.04442 2.4 0.7 0.3
H -1.22267 -2.62518 0.75403 0.0 -0.2 1.0
H -0.96495 -2.55975 -1.05057 0.0 -0.2 0.1
H 1.43391 1.06646 -0.66437 0.3 -0.1 0.1
H 0.83014 1.71946 0.90088 0.5 0.0 1.1
H 0.40396 2.53092 -0.58104 -0.1 -1.3 0.3

No. 5
19
Properties=species:S:1:pos:R:3:forces:R:3 method="wB97M-V/def2-TZVPD" homo_lumo_gap_ev=7.975 total_charge=0 spin_multiplicity=1 e_above_lowest_kcal_mol=85.6
C 0.33427 -2.24567 0.46402 0.1 0.3 -0.2
C -0.69073 -1.41402 0.49336 -2.6 -0.6 -1.3
O -1.59831 -1.25010 1.43494 0.1 0.1 -0.1
O -1.48394 -0.71636 -0.90422 1.4 -1.4 2.6
C -0.32635 -0.05917 -1.07019 1.7 2.1 0.1
O 0.40922 -0.48425 -2.13248 -0.2 -0.2 -0.1
C 0.18546 0.87749 -0.21788 -0.6 -0.2 -1.3
C -0.67518 1.58142 0.78464 0.0 -0.1 0.1
C 1.60114 1.34975 -0.34758 -0.1 0.0 -0.1
H 1.16161 -2.12538 -0.21340 -0.1 -0.1 -0.3
H 0.36543 -3.03132 1.20380 0.0 0.2 0.3
H -2.44303 -1.04345 1.00523 0.1 0.0 0.1
H -0.07345 -1.22715 -2.52021 0.1 0.0 0.1
H -0.51027 2.66017 0.72022 0.0 0.0 0.0
H -1.73444 1.40579 0.60715 0.0 0.0 0.1
H -0.42858 1.27434 1.80609 -0.1 0.1 0.1
H 2.16331 0.76304 -1.06980 0.0 0.0 0.0
H 2.10624 1.28842 0.62163 0.0 0.0 0.0
H 1.63759 2.39644 -0.66531 0.0 0.0 0.0

No. 6
15
Properties=species:S:1:pos:R:3:forces:R:3 method="wB97M-V/def2-TZVPD" homo_lumo_gap_ev=7.309 total_charge=0 spin_multiplicity=1 e_above_lowest_kcal_mol=114.5
C 1.47933 -1.47512 -0.59135 0.2 0.2 0.0
N 0.74217 -0.31890 -0.08795 0.1 2.0 -0.4
C 1.17058 0.71790 0.46523 2.1 -2.4 0.7
O 1.78279 1.43403 1.14574 -1.1 0.3 -0.9
H 1.44275 -1.44703 -1.68086 0.0 -0.1 0.1
H 0.98179 -2.36741 -0.21400 0.0 0.1 -0.1
H 2.51564 -1.44362 -0.25871 0.0 -0.1 0.0
C -1.02475 1.53497 -0.22823 0.0 -1.5 0.8
C -1.03087 -0.13526 -0.33701 -2.4 2.7 0.3
N -1.44426 2.11220 0.81355 0.1 0.1 -0.2
N -1.68920 -0.84296 0.53408 1.0 -1.1 -0.2
H -1.72313 1.40605 1.51117 -0.1 -0.1 -0.2
H -1.16700 -1.03684 1.38501 -0.6 0.6 0.4
H -0.70446 2.14758 -1.07719 0.0 -0.1 -0.1
H -1.33137 -0.28557 -1.37949 0.7 -0.4 -0.4